Formula: C7H6OS2
Source: OMol25
Level of theory: ωB97M-V/def2-TZVPD

XYZ file:
```
16
Properties=species:S:1:pos:R:3:forces:R:3
C 2.344 -0.104 0.558 1.536 -1.045 0.060
C 1.809 1.133 0.262 -1.022 -0.375 -0.371
C 1.603 -1.309 0.449 2.241 1.622 1.343
C 0.426 1.130 0.037 1.971 -0.569 -0.842
C 0.314 -1.310 0.156 -0.612 1.907 -0.814
C -0.263 -0.057 -0.092 -2.070 0.090 0.384
C -1.676 -0.026 -0.365 -0.956 -2.120 1.815
O -3.973 1.314 -0.394 -0.691 0.522 -0.544
S -2.809 -1.442 -0.173 1.077 0.407 -0.895
S -3.132 0.503 0.449 0.814 0.805 0.713
H 3.381 -0.368 0.856 -0.512 1.160 -0.394
H 2.264 2.091 -0.004 0.636 -0.562 0.865
H 2.172 -2.123 0.791 0.220 -1.484 -0.016
H 0.092 2.037 -0.356 -1.367 1.229 -0.184
H -0.293 -2.138 0.077 -0.994 -1.863 -0.047
H -2.258 0.670 -2.250 -0.272 0.277 -1.073
```
Positions in Å, forces in eV/Å.

Computed properties:
Spin multiplicity: 3
E_HOMO (spin up / spin down) (eV): -7.5 / -9.4
Energy above the lowest of the compared OMol25 structures with the same formula, charge and spin (kcal per mole): 0.0
E_LUMO (spin up / spin down) (eV): 0.2 / -2.3
⟨S²⟩: 2.022

Formula: C15H30BNO4
Source: OMol25
Level of theory: ωB97M-V/def2-TZVPD

XYZ file:
```
51
Properties=species:S:1:pos:R:3:forces:R:3
C 4.488 1.144 0.699 3.433 1.756 -5.111
C 5.262 1.424 -0.343 -4.417 -0.265 5.287
B 5.929 2.264 -1.594 -0.556 -0.523 0.512
C 5.775 3.877 -1.797 -0.536 -0.348 0.347
C 4.876 4.622 -0.681 -0.187 1.534 -0.431
C 3.367 4.976 -1.198 0.091 -0.934 1.215
C 2.396 3.788 -0.652 -0.399 0.280 -1.479
C 0.962 3.733 -1.444 0.350 -0.260 1.096
O 0.194 2.577 -0.924 0.886 -0.052 -2.056
C 0.265 1.513 -1.944 -0.302 -0.409 0.035
N 6.719 1.500 -2.648 5.714 0.088 3.862
C 7.954 1.456 -2.186 1.688 2.406 -1.548
O 9.176 1.674 -1.926 -7.562 -1.963 -1.366
H 3.738 1.013 1.573 1.918 0.062 -2.065
H 5.342 4.025 -2.871 0.719 -0.116 1.818
H 6.830 4.338 -1.815 -1.448 -0.768 -0.050
H 5.406 5.630 -0.432 -0.897 -1.726 -0.402
H 4.769 4.060 0.315 0.396 0.591 -1.635
H 3.332 5.059 -2.346 0.005 -0.013 1.782
H 3.023 5.946 -0.685 0.535 -1.299 -1.095
H 2.907 2.784 -0.880 -0.772 1.439 0.598
H 2.247 3.921 0.488 0.126 -0.356 -1.916
H 1.105 3.523 -2.572 -0.019 0.917 1.750
H 0.332 4.683 -1.235 1.089 -1.538 -0.537
H 1.378 1.298 -2.210 -1.846 0.143 0.531
H -0.278 0.560 -1.526 1.192 1.919 -0.813
H -0.264 1.861 -2.923 0.796 -0.594 1.661
C -2.912 -1.719 1.669 -0.308 -0.059 0.021
C -1.812 -2.017 0.664 0.131 0.264 0.614
C -0.575 -2.579 1.348 0.198 -0.231 -0.138
O -1.466 -0.819 -0.029 0.041 0.070 -0.271
H -2.584 -0.971 2.399 0.128 -0.085 -0.021
H -3.791 -1.304 1.166 0.080 -0.125 0.001
H -3.211 -2.623 2.206 -0.010 0.082 -0.069
H -2.177 -2.730 -0.080 0.051 0.219 -0.057
H -0.165 -1.861 2.066 -0.149 -0.025 0.038
H 0.212 -2.778 0.615 -0.118 -0.030 0.035
H -0.804 -3.509 1.876 0.036 0.081 -0.008
H -1.141 -0.180 0.622 -0.113 -0.140 -0.131
C -6.398 -5.545 2.801 0.028 0.067 0.319
C -6.158 -4.515 1.709 -0.121 -0.664 -0.212
C -7.104 -4.721 0.536 -0.125 0.252 -0.175
O -4.810 -4.614 1.253 0.241 0.179 0.004
H -6.225 -6.560 2.427 -0.108 0.074 -0.088
H -5.703 -5.393 3.632 -0.101 0.055 -0.071
H -7.420 -5.484 3.184 0.076 -0.051 -0.020
H -6.291 -3.509 2.117 0.228 -0.050 -0.091
H -6.956 -5.707 0.083 -0.033 -0.015 0.154
H -6.912 -3.981 -0.246 -0.037 -0.019 0.132
H -8.147 -4.635 0.851 0.065 -0.038 -0.055
H -4.682 -5.501 0.890 -0.077 0.216 0.099
```
Positions in Å, forces in eV/Å.

Computed properties:
Spin multiplicity: 1
E_HOMO (eV): -9.4
SMILES: C#CB(CCCCCOC)N=C=O.CC(C)O.CC(C)O
E_LUMO (eV): -0.4

Formula: C7H10N2O2
Source: OMol25
Level of theory: ωB97M-V/def2-TZVPD

XYZ file:
```
21
Properties=species:S:1:pos:R:3:forces:R:3
C -1.764 -1.244 -0.054 0.006 0.824 0.987
C -1.002 1.056 -1.900 1.174 -0.446 -1.246
C 0.597 -1.162 1.272 -1.533 0.680 -2.363
C -0.780 -0.981 0.738 4.016 0.820 1.339
C 2.694 -0.342 0.218 1.418 0.714 -1.946
C -1.512 2.477 -0.140 -3.850 -2.644 2.188
C 1.795 -1.485 0.371 -1.791 -1.914 2.636
N -2.934 -1.501 -0.275 -1.711 -1.688 -2.007
N -0.276 0.464 -2.564 0.698 -0.816 -0.156
O -0.013 0.174 1.088 -0.300 -0.605 -0.610
O -1.865 1.787 -1.384 -1.954 2.168 1.423
H 0.622 -1.402 2.274 0.545 -0.513 2.163
H 3.452 -0.220 0.963 0.482 -0.168 0.530
H 2.138 0.580 0.191 -0.278 0.370 -0.154
H 3.176 -0.456 -0.791 -0.092 0.389 1.037
H -1.264 3.482 -0.204 0.900 1.557 -0.814
H -0.914 1.787 0.386 1.590 0.109 0.397
H -2.451 2.411 0.578 1.343 0.337 -1.905
H 2.152 -2.363 0.960 0.696 0.460 -0.818
H 1.464 -1.862 -0.568 -0.439 -0.175 -0.743
H -3.313 -1.201 -1.160 -0.920 0.541 0.061
```
Positions in Å, forces in eV/Å.

Computed properties:
Spin multiplicity: 3
E_HOMO (spin up / spin down) (eV): -6.1 / -10.6
Energy above the lowest of the compared OMol25 structures with the same formula, charge and spin (kcal per mole): 74.9
E_LUMO (spin up / spin down) (eV): 0.7 / -1.6
⟨S²⟩: 2.014

Formula: C26H29N2O3OsS
Source: OMol25
Level of theory: ωB97M-V/def2-TZVPD

XYZ file:
```
62
Properties=species:S:1:pos:R:3:forces:R:3
Os -0.953 0.405 -0.278 0.838 -0.402 -0.427
O 0.951 0.520 0.487 -0.158 -0.122 0.218
C 1.672 -0.759 0.807 -0.159 0.497 -0.131
C 0.658 -1.885 0.538 -0.115 -0.093 0.206
O 1.051 -3.022 0.589 -0.083 -0.166 -0.067
O -0.593 -1.541 0.335 0.453 0.364 0.088
C 2.862 -0.769 -0.123 0.111 -0.038 0.050
C 3.906 0.115 0.152 0.040 -0.014 0.004
C 4.975 0.234 -0.721 -0.012 -0.012 0.003
C 5.017 -0.543 -1.871 -0.034 -0.016 0.007
C 3.988 -1.434 -2.142 0.000 0.019 0.018
C 2.909 -1.546 -1.275 -0.005 0.036 -0.017
C 2.012 -0.767 2.284 0.014 -0.018 -0.010
C 1.300 0.005 3.195 -0.009 0.020 0.067
C 1.606 -0.059 4.549 -0.030 0.018 -0.053
C 2.608 -0.905 4.997 -0.010 0.010 0.008
C 3.306 -1.690 4.090 0.022 -0.024 -0.067
C 3.012 -1.622 2.737 0.033 -0.027 0.041
H 1.539 1.287 0.496 0.077 -0.061 0.020
H 3.900 0.689 1.074 -0.008 -0.007 -0.026
H 5.782 0.919 -0.496 -0.012 -0.011 -0.001
H 5.857 -0.463 -2.549 -0.008 -0.002 0.003
H 4.026 -2.051 -3.031 -0.003 0.009 0.014
H 2.122 -2.258 -1.484 0.019 0.009 -0.010
H 0.502 0.655 2.859 0.001 -0.003 -0.006
H 1.053 0.550 5.254 0.007 -0.009 -0.019
H 2.844 -0.955 6.052 -0.002 0.000 -0.005
H 4.085 -2.357 4.436 -0.016 0.014 -0.015
H 3.554 -2.238 2.030 -0.017 0.011 0.018
C -4.376 1.727 0.681 -0.077 0.041 0.124
C -2.885 2.039 0.812 -0.047 -0.110 0.093
C -2.675 3.098 1.900 -0.014 -0.041 0.052
C -2.134 0.762 1.065 -0.332 0.008 -0.130
C -2.237 2.412 -0.530 0.114 0.198 -0.007
C -2.979 2.532 -1.732 0.064 0.028 0.038
C -2.373 2.922 -2.891 -0.025 0.017 -0.149
C -0.995 3.212 -2.925 -0.001 0.040 -0.107
C -0.259 3.153 -1.780 0.047 0.018 0.159
C -0.865 2.761 -0.553 -0.090 -0.197 -0.168
H -4.751 1.356 1.637 0.006 0.017 -0.032
H -4.564 0.961 -0.071 0.001 -0.026 -0.012
H -4.945 2.624 0.427 0.011 -0.010 -0.012
H -3.061 2.731 2.852 0.000 0.011 -0.029
H -3.214 4.014 1.649 0.014 -0.011 -0.020
H -1.624 3.349 2.044 -0.005 -0.019 -0.002
H -2.347 0.112 1.918 -0.058 -0.057 0.004
H -4.036 2.308 -1.733 -0.009 0.015 0.022
H -2.959 3.010 -3.797 0.017 0.001 0.018
H -0.532 3.519 -3.854 -0.014 -0.011 0.018
H 0.782 3.452 -1.788 -0.008 -0.026 0.027
H -0.355 2.996 0.373 0.030 -0.002 0.043
C -2.105 -4.297 -1.738 -0.032 0.078 0.021
N -1.868 -2.868 -1.587 0.014 -0.165 -0.125
C -1.885 -2.016 -2.579 0.021 -0.052 0.132
N -2.197 -2.421 -3.810 0.026 0.089 -0.088
S -1.530 -0.305 -2.416 -0.594 0.150 0.093
H -2.161 -4.737 -0.748 0.018 0.002 0.014
H -1.291 -4.778 -2.283 0.013 -0.003 -0.031
H -3.051 -4.484 -2.247 -0.025 0.012 0.009
H -1.473 -2.526 -0.706 0.008 0.053 0.145
H -2.359 -3.389 -4.028 0.009 -0.016 -0.011
H -2.246 -1.745 -4.552 -0.014 -0.014 -0.003
```
Positions in Å, forces in eV/Å.

Computed properties:
Spin multiplicity: 1
E_HOMO (eV): -11.2
Total charge: +1
Energy above the lowest of the compared OMol25 structures with the same formula, charge and spin (kcal per mole): 0.0
E_LUMO (eV): -3.1

Question: Which formula does entry 3 have?
Answer: C7H10N2O2

Question: Which value of spin multiplicity does entry 4 give?
Answer: 1

Question: Which value of spin multiplicity does entry 2 give?
Answer: 1

Question: Which value of spin multiplicity does entry 4 give?
Answer: 1